<i>
The following is a quantum chemistry calculation of a molecular structure, C36H40IrN6O6, from the OMol25 dataset.

Each line ends with the Löwdin charge.
Geometry (Å):
Ir  0.176  0.373  0.016  1.714
C  0.627  -2.615  -1.196  -0.133
C  1.387  -1.891  -2.297  -0.086
C  0.585  -0.776  -2.888  -0.224
C  0.398  -0.717  -4.260  0.018
C  -0.337  0.304  -4.829  -0.003
C  -0.892  1.261  -3.998  -0.009
C  -0.682  1.157  -2.643  -0.083
N  0.043  0.163  -2.078  -0.004
N  0.771  -1.973  0.129  -0.205
C  2.134  -2.094  0.646  -0.097
C  2.950  -0.905  0.308  -0.270
C  4.292  -0.875  0.630  0.019
C  5.026  0.262  0.363  0.004
C  4.397  1.317  -0.274  -0.003
C  3.062  1.211  -0.583  -0.084
N  2.322  0.122  -0.286  -0.031
C  -0.173  -2.611  1.059  -0.113
C  -1.556  -2.270  0.642  -0.283
C  -2.633  -3.077  0.948  0.008
C  -3.894  -2.689  0.536  -0.008
C  -4.022  -1.520  -0.193  -0.012
C  -2.899  -0.763  -0.447  -0.095
N  -1.681  -1.128  -0.031  0.030
H  0.983  -3.648  -1.129  0.144
H  -0.432  -2.651  -1.435  0.130
H  1.636  -2.610  -3.074  0.135
H  2.330  -1.489  -1.935  0.115
H  0.835  -1.488  -4.880  0.132
H  -0.479  0.350  -5.900  0.131
H  -1.485  2.077  -4.387  0.127
H  -1.100  1.885  -1.969  0.100
H  2.605  -2.998  0.249  0.155
H  2.112  -2.202  1.731  0.149
H  4.748  -1.738  1.098  0.139
H  6.071  0.321  0.639  0.132
H  4.931  2.221  -0.529  0.126
H  2.549  2.007  -1.084  0.100
H  0.015  -2.243  2.067  0.123
H  -0.036  -3.697  1.065  0.154
H  -2.481  -3.988  1.513  0.135
H  -4.759  -3.297  0.767  0.130
H  -4.984  -1.186  -0.557  0.122
H  -2.966  0.161  -0.997  0.114
C  -6.060  3.300  0.814  -0.023
O  -5.098  4.360  0.776  -0.019
C  -3.824  4.061  0.600  -0.245
C  -2.949  5.190  0.530  0.036
C  -1.639  4.995  0.300  0.021
C  -1.108  3.668  0.147  -0.112
C  0.207  3.412  -0.166  -0.285
C  1.197  4.515  -0.408  0.043
O  0.696  2.226  -0.326  -0.206
C  -1.973  2.566  0.275  -0.290
O  -1.568  1.328  0.175  -0.253
C  -3.337  2.769  0.492  0.074
H  -7.026  3.782  0.913  0.105
H  -5.883  2.650  1.671  0.103
H  -6.029  2.724  -0.111  0.101
H  -3.371  6.177  0.660  0.137
H  -0.983  5.852  0.230  0.127
H  0.861  5.149  -1.228  0.112
H  2.171  4.103  -0.653  0.083
H  1.290  5.129  0.487  0.114
H  -3.968  1.898  0.598  0.117
C  -2.878  -2.043  4.674  -0.068
C  -1.578  -1.299  4.966  -0.142
C  -1.477  0.161  4.421  -0.291
C  -2.651  1.037  4.881  -0.160
C  -2.485  2.499  4.469  -0.053
C  -0.200  0.701  5.028  -0.406
O  -0.092  0.975  6.193  0.146
N  0.894  0.825  4.179  0.232
C  0.846  0.697  2.823  -0.533
O  1.818  0.947  2.123  0.020
N  -0.301  0.282  2.185  0.071
C  -1.496  0.101  2.891  -0.403
O  -2.538  -0.141  2.325  0.078
H  -2.770  -3.085  4.977  0.084
H  -3.138  -2.014  3.618  0.051
H  -3.710  -1.619  5.237  0.085
H  -0.725  -1.869  4.577  0.119
H  -1.440  -1.226  6.045  0.129
H  -2.712  0.966  5.967  0.134
H  -3.565  0.632  4.452  0.116
H  -1.651  2.967  4.996  0.084
H  -3.382  3.069  4.709  0.085
H  -2.311  2.593  3.391  0.066
H  1.753  1.168  4.587  0.176

Multiplicity: 2
HOMO-LUMO gap (spin up / spin down), eV: 7.6 / 6.5
Net charge: +2

---

<ii>
The following is a quantum chemistry calculation of a molecular structure, C36H40IrN6O6, from the OMol25 dataset.

Each line ends with the Löwdin charge.
Geometry (Å):
Ir  -0.417  -0.169  -0.261  1.681
C  0.034  1.361  -2.764  -0.153
C  -0.355  2.673  -2.126  -0.097
C  -1.452  2.630  -1.102  -0.221
C  -2.340  3.696  -1.064  0.020
C  -3.311  3.778  -0.085  -0.001
C  -3.376  2.766  0.857  -0.015
C  -2.488  1.720  0.760  -0.100
N  -1.543  1.633  -0.195  -0.012
N  0.833  0.441  -1.885  -0.212
C  2.188  1.080  -1.710  -0.090
C  3.175  0.524  -0.712  -0.268
C  4.304  1.293  -0.446  -0.025
C  5.255  0.790  0.422  -0.035
C  5.048  -0.457  0.996  -0.032
C  3.896  -1.146  0.664  -0.107
N  2.976  -0.671  -0.182  0.113
C  0.994  -0.830  -2.670  -0.096
C  1.144  -2.033  -1.800  -0.254
C  1.828  -3.154  -2.220  0.016
C  1.825  -4.282  -1.417  0.000
C  1.122  -4.253  -0.224  -0.001
C  0.468  -3.095  0.144  -0.082
N  0.487  -1.998  -0.626  -0.027
H  -0.856  0.812  -3.060  0.115
H  0.628  1.552  -3.662  0.147
H  0.498  3.154  -1.649  0.111
H  -0.671  3.340  -2.928  0.138
H  -2.246  4.472  -1.811  0.132
H  -3.996  4.614  -0.057  0.131
H  -4.105  2.771  1.654  0.127
H  -2.520  0.916  1.475  0.095
H  2.656  1.036  -2.699  0.144
H  2.030  2.129  -1.487  0.102
H  4.429  2.267  -0.903  0.130
H  6.145  1.362  0.649  0.125
H  5.765  -0.886  1.680  0.116
H  3.691  -2.123  1.087  0.116
H  0.085  -0.963  -3.257  0.126
H  1.827  -0.738  -3.365  0.147
H  2.353  -3.139  -3.165  0.133
H  2.359  -5.172  -1.722  0.130
H  1.086  -5.111  0.431  0.127
H  -0.051  -3.011  1.080  0.100
C  -3.594  -3.496  -5.284  -0.025
O  -3.815  -4.160  -4.036  -0.023
C  -3.416  -3.587  -2.913  -0.250
C  -3.723  -4.297  -1.729  0.043
C  -3.389  -3.767  -0.525  0.014
C  -2.686  -2.536  -0.411  -0.106
C  -2.454  -1.968  0.874  -0.320
C  -3.087  -2.507  2.116  0.041
O  -1.704  -0.966  1.083  -0.157
C  -2.345  -1.862  -1.615  -0.270
O  -1.692  -0.698  -1.645  -0.208
C  -2.740  -2.372  -2.847  0.077
H  -4.025  -4.143  -6.039  0.106
H  -2.525  -3.377  -5.469  0.101
H  -4.096  -2.529  -5.296  0.105
H  -4.243  -5.241  -1.814  0.138
H  -3.648  -4.310  0.373  0.125
H  -4.063  -2.949  1.945  0.096
H  -3.161  -1.708  2.850  0.104
H  -2.421  -3.267  2.537  0.120
H  -2.510  -1.801  -3.735  0.121
C  3.412  3.462  2.239  -0.057
C  2.010  3.759  2.748  -0.165
C  1.100  2.528  2.841  -0.290
C  -0.311  2.979  3.345  -0.128
C  -1.191  1.900  3.969  -0.063
C  1.657  1.559  3.855  -0.415
O  2.167  1.888  4.891  0.158
N  1.501  0.219  3.534  0.234
C  0.916  -0.322  2.415  -0.514
O  0.773  -1.523  2.338  0.062
N  0.563  0.540  1.373  0.021
C  0.897  1.897  1.476  -0.384
O  0.950  2.573  0.472  0.074
H  4.023  4.363  2.266  0.091
H  3.393  3.104  1.209  0.048
H  3.911  2.714  2.859  0.086
H  1.518  4.494  2.110  0.128
H  2.064  4.178  3.753  0.128
H  -0.816  3.463  2.505  0.117
H  -0.127  3.755  4.088  0.134
H  -1.317  1.029  3.321  0.052
H  -2.181  2.305  4.179  0.088
H  -0.777  1.554  4.916  0.091
H  1.798  -0.452  4.231  0.181

Multiplicity: 2
HOMO-LUMO gap (spin up / spin down), eV: 8.4 / 5.7
Net charge: +2

---

<ii> is the most stable structure; the next one sits 2.413 eV above it.